The following is a quantum chemistry calculation of a 2-piece molecular cluster, C4H11N2OS overall in a non-equilibrium geometry, from the OMol25 dataset.

As for the spin multiplicity: 1. The energy above the lowest of the compared OMol25 structures with the same formula, charge and spin is 62.1 kcal per mole. The electronic energy comes out at -20180.9826 eV. Its total charge is +1. For the lowest unoccupied orbital energy, the calculation gives -4.53 eV. Its HOMO energy is -14.17 eV.

XYZ file:
```
19
Properties=species:S:1:pos:R:3:forces:R:3
C 0.908 0.956 -0.714 -3.59 0.41 -0.96
C 2.014 1.368 -1.657 1.27 -2.55 4.97
C -0.334 -0.218 2.205 0.79 2.61 0.38
C -0.853 -0.903 -0.521 1.46 2.53 -1.45
N 0.273 -0.348 -1.138 1.49 0.04 0.94
N -1.930 -0.164 -0.316 -0.37 1.19 0.82
O 0.318 1.565 0.156 1.70 0.16 -1.87
S -0.683 -2.550 -0.299 -1.56 -1.26 0.29
H 2.713 1.861 -0.975 0.19 0.29 -0.50
H 2.463 0.435 -1.940 0.57 -0.23 -0.63
H 1.783 1.934 -2.453 -1.32 2.02 -2.63
H -1.048 0.677 2.484 1.28 -2.09 -0.09
H 0.462 -0.339 2.917 -0.06 0.30 1.44
H -0.804 -1.237 2.277 0.33 1.16 -1.25
H 1.029 -1.011 -1.458 -1.55 0.65 0.43
H -2.720 -0.578 0.156 0.08 -0.35 -0.02
H 0.399 0.358 1.445 -2.44 -2.71 0.99
H -1.974 0.889 -0.172 0.94 -1.80 -0.76
H -2.015 -2.697 0.004 0.78 -0.38 -0.11
```
Positions in Å, forces in eV/Å.

The computed Löwdin charges, all in e, follow:
1. C -0.367
2. C 0.057
3. C -0.092
4. C -0.771
5. N 0.074
6. N 0.178
7. O 0.060
8. S 1.011
9. H 0.117
10. H 0.084
11. H 0.064
12. H 0.079
13. H 0.006
14. H 0.031
15. H 0.147
16. H 0.124
17. H 0.054
18. H 0.182
19. H -0.037

---

The following is a quantum chemistry calculation of a 2-piece molecular cluster, C4H3F3 overall in a non-equilibrium geometry, from the OMol25 dataset.

As for the spin multiplicity: 1. The energy above the lowest of the compared OMol25 structures with the same formula, charge and spin is 91.8 kcal per mole. The electronic energy comes out at -12343.6263 eV. For the lowest unoccupied orbital energy, the calculation gives 0.18 eV. Its HOMO energy is -9.89 eV.

XYZ file:
```
10
Properties=species:S:1:pos:R:3:forces:R:3
C -0.805 0.796 0.156 0.76 0.46 -0.38
C -0.006 1.653 -0.122 -0.71 -0.81 0.44
C 2.790 -0.606 0.037 -0.48 -0.65 -0.29
C -1.787 -0.324 0.300 3.11 1.08 -2.25
F 0.858 2.576 -0.355 -0.02 0.06 0.00
F 2.115 -1.567 0.601 0.01 0.07 0.94
F 2.634 -0.911 -1.216 0.42 0.60 -0.65
H -1.365 -1.001 1.015 -0.96 -0.35 0.82
H -1.733 -0.789 -0.689 -0.06 -0.46 0.14
H -2.701 0.173 0.273 -2.08 0.01 1.23
```
Positions in Å, forces in eV/Å.

The computed Löwdin charges, all in e, follow:
1. C -0.085
2. C -0.155
3. C -0.091
4. C -0.078
5. F 0.110
6. F 0.043
7. F 0.052
8. H 0.072
9. H 0.080
10. H 0.052